[1]
Density functional theory data (ωB97M-V with the def2-TZVPD basis set) for 13 unconnected molecules or ions with the total composition C39H104O39S13 at a distorted geometry.

Results
lowest unoccupied orbital energy: -0.172 eV
energy relative to the best compared isomer or geometry (same formula, charge and spin): 7.5979 eV
electronic energy: -262828.041 eV
Kohn-Sham gap: 10.18 eV
E_HOMO: -10.35 eV

ORCA input file:
```
! RIJCOSX wB97M-V def2-TZVPD def2/J DEFGRID3
* xyz 0 1
O -4.73124 1.13601 -0.95943
S -4.50065 1.66650 -2.30520
O -3.22853 2.31323 -2.70346
O -4.89986 0.44076 -3.36463
C -4.44155 -0.83883 -3.10187
C -4.54318 -1.77834 -4.32436
C -5.87890 2.95019 -2.60407
H -4.91654 -1.27338 -2.22230
H -3.41208 -0.78008 -2.74853
H -3.81741 -1.48255 -5.08190
H -5.59165 -1.83910 -4.61609
H -4.29062 -2.79259 -4.01518
H -5.55180 3.76089 -1.95300
H -6.79836 2.60324 -2.13259
H -5.95856 3.11677 -3.67832
O 4.76011 -4.07140 4.48032
S 4.33556 -3.75205 3.08306
O 2.97079 -3.71307 2.60129
O 5.06560 -2.37478 2.67213
C 4.90543 -1.90283 1.39358
C 6.23020 -1.53267 0.86677
C 5.27987 -4.96307 2.01170
H 4.13864 -1.12830 1.37791
H 4.56933 -2.71869 0.75366
H 6.62108 -0.57342 1.20612
H 6.39877 -1.57469 -0.20929
H 6.98366 -2.23684 1.21970
H 6.33997 -4.80337 2.20860
H 5.07578 -4.91861 0.94189
H 4.92046 -5.97359 2.20608
O 1.70761 -0.30256 6.86992
S 2.81167 0.61768 6.52988
O 2.73820 1.97378 7.00142
O 4.29312 0.08451 6.99459
C 4.48889 -1.32442 6.87753
C 5.86208 -1.76450 7.32062
C 2.99978 0.56773 4.69474
H 4.32246 -1.63059 5.84474
H 3.78199 -1.97452 7.39306
H 6.65778 -1.29274 6.74408
H 5.98920 -2.83109 7.13531
H 5.92084 -1.61460 8.39866
H 3.46855 -0.32323 4.27696
H 3.55487 1.44446 4.36108
H 1.98151 0.62669 4.31035
O -3.01873 6.53616 -5.68577
S -3.52156 5.60602 -4.66374
O -4.92624 5.68581 -4.16063
O -3.25802 4.04434 -5.08439
C -2.01502 3.55854 -5.57319
C -2.26658 2.50662 -6.65300
C -2.40802 5.59277 -3.17295
H -1.38388 3.02744 -4.86067
H -1.41821 4.37756 -5.97458
H -3.14045 1.86451 -6.54285
H -1.40910 1.83750 -6.72448
H -2.27472 2.95047 -7.64851
H -2.61846 6.47606 -2.56997
H -1.34920 5.61974 -3.43044
H -2.54719 4.69592 -2.56930
O -6.97610 5.45096 -0.19580
S -6.20862 5.09261 1.01332
O -6.71555 4.11875 2.01671
O -4.65638 4.65946 0.50489
C -4.03193 3.40231 0.96386
C -3.24911 3.67957 2.24909
C -5.65919 6.60517 1.90795
H -3.45054 3.02285 0.12357
H -4.67951 2.60395 1.32632
H -2.54668 2.87237 2.45672
H -3.85889 3.92588 3.11835
H -2.55109 4.51099 2.15101
H -4.80651 6.31917 2.52378
H -6.46745 6.95989 2.54748
H -5.26789 7.33007 1.19414
O -0.45792 0.68151 5.31098
S -0.66655 2.11771 5.05906
O -0.13338 2.71421 3.84924
O -2.26423 2.43719 5.20207
C -3.05462 1.75950 6.20520
C -4.49943 2.03332 6.13161
C 0.02261 3.10692 6.47494
H -2.61379 2.15736 7.11925
H -2.90181 0.68065 6.23407
H -4.92813 1.61526 5.22081
H -4.75789 3.08932 6.21008
H -5.06450 1.68141 6.99472
H -0.56553 4.00603 6.65877
H 1.06157 3.31994 6.22338
H -0.15805 2.48044 7.34842
O 2.88976 -4.12522 -2.05701
S 2.63034 -3.32121 -3.29619
O 2.69444 -3.89639 -4.68090
O 1.14252 -2.61120 -2.99460
C 0.54753 -1.69126 -3.90103
C 0.07997 -0.39434 -3.22660
C 3.73314 -1.80981 -3.23388
H -0.26837 -2.19749 -4.41689
H 1.27366 -1.38479 -4.65398
H -0.40859 0.33742 -3.86999
H 0.86412 0.07363 -2.63145
H -0.61939 -0.65599 -2.43254
H 3.69745 -1.49643 -2.19052
H 3.43803 -1.03247 -3.93868
H 4.72106 -2.23000 -3.42247
O -2.49009 -2.04292 -0.58187
S -2.68325 -3.23580 0.21252
O -1.61226 -4.24113 0.22787
O -3.00444 -2.84337 1.77720
C -3.90788 -1.82227 2.03024
C -3.30257 -0.88390 3.04079
C -4.25403 -4.00495 -0.29733
H -4.80790 -2.35019 2.34546
H -4.10521 -1.19762 1.15904
H -4.08967 -0.25254 3.45303
H -2.61637 -0.19564 2.54728
H -2.86408 -1.43737 3.87115
H -4.55767 -4.68201 0.50110
H -4.11512 -4.52163 -1.24698
H -5.01156 -3.22230 -0.33879
O 1.78112 2.61418 -7.52493
S 2.50592 2.29354 -6.29399
O 2.50344 0.90151 -5.75671
O 4.09699 2.86608 -6.43902
C 4.27044 4.12190 -7.06586
C 5.75939 4.23517 -7.62995
C 1.83411 3.37276 -4.89334
H 3.85481 4.94628 -6.48640
H 3.67783 4.20969 -7.97647
H 6.55109 4.39704 -6.89844
H 5.78691 5.01260 -8.39347
H 6.06939 3.38164 -8.23286
H 2.32857 4.34291 -4.84408
H 1.78925 2.85455 -3.93546
H 0.81782 3.58852 -5.22302
O 3.19884 1.97828 -2.14618
S 4.09281 1.63753 -1.06083
O 4.30946 0.20516 -0.75521
O 5.56881 2.43201 -1.22838
C 6.62652 2.15321 -0.33598
C 7.45685 3.50365 -0.11898
C 3.53152 2.47530 0.43960
H 7.30471 1.50828 -0.89476
H 6.31112 1.65286 0.57958
H 6.78832 4.25517 0.30102
H 7.75668 3.87295 -1.09970
H 8.34143 3.48675 0.51768
H 3.56674 3.54635 0.24027
H 4.18559 2.32738 1.29892
H 2.57211 1.99650 0.63547
O -2.88550 -6.44872 -6.51812
S -1.89869 -6.42615 -5.42537
O -0.53235 -6.10147 -5.67365
O -2.55406 -5.49700 -4.13944
C -1.63330 -4.68515 -3.40140
C -0.65772 -5.47386 -2.58197
C -1.94390 -8.04695 -4.43615
H -2.17065 -4.02594 -2.71964
H -0.99223 -4.10504 -4.06519
H -0.05211 -6.16163 -3.17214
H -1.30444 -5.94312 -1.84058
H 0.13807 -4.99130 -2.01455
H -2.92829 -8.33292 -4.80672
H -2.01393 -7.86036 -3.36453
H -1.00595 -8.52428 -4.71989
O 0.49309 -3.70941 7.35561
S 0.19579 -4.25583 6.03603
O 0.68878 -5.55080 5.49964
O -1.48282 -4.28103 5.91157
C -2.08477 -4.59297 4.62174
C -3.56304 -5.01147 4.79817
C 0.74305 -3.03932 4.69185
H -1.35823 -5.29981 4.22098
H -2.07655 -3.72390 3.96390
H -3.69338 -5.85513 5.47593
H -4.05753 -5.23299 3.85238
H -4.10725 -4.25402 5.36227
H 1.82145 -3.19075 4.64481
H 0.51430 -2.04319 5.07064
H 0.25546 -3.18881 3.72852
O 1.75055 -0.09306 1.77340
S 0.59391 -0.63808 1.08706
O -0.53329 -1.18705 1.77897
O 0.07231 0.43225 0.00383
C -0.33824 1.71610 0.50147
C -0.17353 2.74646 -0.65688
C 1.17473 -1.94561 -0.18357
H 0.31067 1.90109 1.35749
H -1.38423 1.72759 0.80787
H 0.00880 3.74788 -0.26700
H -1.16166 2.70097 -1.11473
H 0.67342 2.56887 -1.31963
H 1.65344 -2.78562 0.31971
H 1.99996 -1.58577 -0.79807
H 0.31733 -2.28938 -0.76217
*
```

***

[2]
Density functional theory data (ωB97M-V with the def2-TZVPD basis set) for 13 unconnected molecules or ions with the total composition C39H104O39S13 at a distorted geometry.

Results
lowest unoccupied orbital energy: -0.160 eV
energy relative to the best compared isomer or geometry (same formula, charge and spin): 2.6521 eV
electronic energy: -262832.987 eV
Kohn-Sham gap: 10.55 eV
E_HOMO: -10.71 eV

ORCA input file:
```
! RIJCOSX wB97M-V def2-TZVPD def2/J DEFGRID3
* xyz 0 1
O -19.70960 3.33177 -14.74914
S -19.22669 1.97964 -14.78567
O -18.89429 1.36140 -16.02014
O -18.00842 1.82286 -13.77466
C -17.22614 3.00182 -13.47191
C -16.60999 2.82807 -12.12530
C -20.41784 1.00457 -13.87692
H -17.77042 3.93886 -13.60690
H -16.44299 3.12926 -14.23436
H -17.27443 2.59294 -11.29932
H -15.92933 3.63867 -11.85235
H -15.89286 2.00238 -12.19425
H -21.41399 1.24157 -14.22508
H -20.25288 1.33134 -12.85368
H -20.07436 -0.02208 -13.95054
O -18.37594 7.58704 -16.33013
S -17.41380 6.53140 -16.23717
O -16.09200 6.70358 -16.70460
O -17.37119 6.03714 -14.71068
C -18.02537 6.82820 -13.69886
C -17.07229 6.97052 -12.54210
C -18.03505 5.04952 -16.98850
H -19.01332 6.44599 -13.41956
H -18.34726 7.80897 -14.06329
H -16.67152 6.04075 -12.13940
H -17.62033 7.39447 -11.68212
H -16.28194 7.71054 -12.66900
H -18.77286 4.70213 -16.26619
H -17.23244 4.32123 -17.02958
H -18.49460 5.29514 -17.93765
O -16.32648 1.46451 -8.48271
S -16.43025 2.86086 -8.22274
O -15.70934 3.75194 -9.04953
O -17.96623 3.19738 -8.12903
C -18.33420 4.57225 -8.24545
C -19.70372 4.82362 -7.66765
C -15.99510 3.15784 -6.51975
H -18.32756 4.88961 -9.29402
H -17.55577 5.19987 -7.80285
H -20.02779 5.84878 -7.82740
H -19.62328 4.68282 -6.58454
H -20.45070 4.14202 -8.06776
H -16.50385 2.40157 -5.93506
H -16.37359 4.15213 -6.28646
H -14.91873 3.17696 -6.39116
O -22.80558 1.47742 -11.83187
S -23.18799 2.80069 -11.53063
O -22.61703 3.47905 -10.44336
O -22.85161 3.62527 -12.86060
C -22.74412 5.03540 -12.75429
C -21.32185 5.49247 -12.39375
C -24.94976 2.83227 -11.69226
H -23.38155 5.41173 -11.94538
H -22.96513 5.51704 -13.70251
H -20.71175 4.78367 -12.97082
H -21.04564 5.26177 -11.35927
H -21.12906 6.55286 -12.51349
H -25.30413 3.81180 -12.01547
H -25.36974 2.58463 -10.72053
H -25.25544 2.16916 -12.49648
O -22.86818 1.19411 -16.36849
S -23.88346 1.90809 -17.05741
O -23.62998 2.68671 -18.19371
O -24.98107 0.83749 -17.48646
C -25.43266 -0.03897 -16.45310
C -26.92566 -0.00339 -16.29700
C -24.76861 2.81432 -15.81492
H -24.84227 0.07543 -15.52991
H -25.04449 -1.05645 -16.61084
H -27.34449 -0.43507 -17.21649
H -27.40136 0.97735 -16.25423
H -27.30689 -0.64158 -15.50932
H -25.51327 3.44930 -16.28885
H -24.02732 3.47453 -15.36313
H -25.19727 2.12604 -15.09889
O -12.82820 -2.19834 -14.52925
S -12.53709 -1.90860 -15.88024
O -12.71854 -2.91657 -16.84229
O -13.34208 -0.63291 -16.36796
C -14.64766 -0.36825 -15.77273
C -15.71670 -0.60172 -16.80333
C -10.90502 -1.22558 -15.96905
H -14.60514 0.66821 -15.44819
H -14.89649 -0.83702 -14.82498
H -15.67527 -1.65417 -17.10587
H -15.75684 0.04793 -17.66541
H -16.68156 -0.54724 -16.29163
H -10.21997 -2.04678 -15.79304
H -10.84842 -0.49225 -15.16924
H -10.81196 -0.73344 -16.93073
O -17.66375 -1.76975 -21.74055
S -18.27106 -1.68802 -20.46478
O -19.69030 -1.69616 -20.37529
O -17.66984 -2.82017 -19.48797
C -17.61168 -4.14286 -20.10168
C -17.65661 -5.20828 -19.03269
C -17.56986 -0.36974 -19.52873
H -16.68042 -4.19208 -20.66993
H -18.45390 -4.35754 -20.76816
H -18.26510 -4.96017 -18.16294
H -16.66041 -5.40612 -18.62885
H -18.05667 -6.13853 -19.43703
H -17.93581 0.56206 -19.94749
H -16.50271 -0.50034 -19.43749
H -18.00375 -0.51221 -18.53644
O -9.45084 2.96974 -9.08795
S -9.79406 4.34739 -9.04530
O -8.79737 5.32917 -9.23458
O -10.93720 4.72431 -10.06190
C -12.07646 3.85559 -10.19729
C -12.70203 3.92589 -11.56794
C -10.62602 4.65349 -7.50928
H -12.82841 4.27449 -9.50732
H -11.94945 2.82994 -9.84529
H -13.38821 4.74521 -11.77899
H -13.31567 3.02951 -11.72782
H -11.99144 3.90452 -12.39898
H -11.48801 3.98458 -7.48473
H -10.96018 5.68416 -7.51241
H -9.97200 4.35506 -6.69758
O -20.42859 -1.17610 -5.54707
S -19.45708 -0.98308 -6.55580
O -18.56702 -2.03384 -6.92604
O -20.29706 -0.45256 -7.78215
C -19.66124 -0.10052 -9.02464
C -20.29473 1.17115 -9.50810
C -18.53394 0.50994 -6.10382
H -19.65704 -0.87764 -9.78210
H -18.57585 0.04616 -8.89217
H -19.85636 1.58446 -10.42133
H -20.41646 1.94890 -8.76145
H -21.29303 0.92494 -9.89073
H -17.64678 0.51936 -6.72006
H -18.55652 0.49621 -5.02124
H -19.27573 1.24123 -6.42549
O -12.71104 6.05295 -13.90051
S -12.59318 6.89780 -15.04856
O -11.33154 7.41261 -15.44224
O -13.23979 6.17159 -16.29659
C -13.23768 4.72623 -16.42910
C -14.00256 4.00671 -15.33429
C -13.73502 8.23783 -14.95050
H -12.18414 4.43832 -16.45860
H -13.71511 4.53149 -17.38454
H -14.35643 3.02510 -15.66515
H -14.86681 4.60743 -15.03815
H -13.42729 3.83229 -14.42914
H -13.43749 8.99671 -15.67053
H -13.65880 8.72601 -13.97939
H -14.74959 7.90199 -15.13343
O -26.37762 -0.62159 -13.19238
S -26.08226 -2.02669 -13.25985
O -26.83052 -2.89213 -14.08637
O -24.57655 -2.13247 -13.71718
C -23.67791 -1.18572 -13.09011
C -22.28820 -1.77104 -12.93229
C -26.12540 -2.80617 -11.62117
H -24.04477 -0.92058 -12.08858
H -23.72993 -0.21436 -13.58885
H -21.74730 -1.03249 -12.34705
H -21.84161 -2.01258 -13.90021
H -22.35806 -2.76691 -12.49030
H -27.15714 -3.04979 -11.42493
H -25.63936 -2.07453 -10.98575
H -25.48306 -3.66524 -11.78716
O -17.97107 -0.30832 -11.95718
S -17.86056 -1.73194 -11.85825
O -19.00848 -2.46319 -11.45305
O -17.34095 -2.31017 -13.25239
C -18.22924 -3.30935 -13.87526
C -17.68819 -3.81378 -15.21781
C -16.44170 -2.10414 -10.88004
H -19.18117 -2.81238 -14.02436
H -18.17739 -4.19866 -13.24567
H -18.37764 -4.54651 -15.64326
H -16.77403 -4.40786 -15.15048
H -17.58161 -2.94353 -15.85765
H -16.45077 -3.18672 -10.75136
H -16.50586 -1.53514 -9.95935
H -15.56540 -1.90316 -11.48370
O -21.57594 -2.92670 -15.61869
S -20.92729 -2.41426 -16.78948
O -19.66760 -1.79142 -16.64902
O -20.79851 -3.58984 -17.85412
C -21.91675 -4.41869 -18.17223
C -21.46858 -5.37292 -19.25692
C -21.99150 -1.36618 -17.78080
H -22.82896 -3.90630 -18.50088
H -22.19025 -4.98530 -17.27434
H -20.66503 -5.98667 -18.84090
H -20.91518 -4.81405 -20.01958
H -22.26684 -5.94935 -19.70645
H -21.55095 -1.18785 -18.75652
H -21.97959 -0.44042 -17.20673
H -22.94193 -1.88151 -17.84625
*
```